(one)
Molecular formula: C3H10O2S2
Method: DFT, wB97M-V/def2-TZVPD

```
17
Properties=species:S:1:pos:R:3
C 0.3313 -0.9220 -0.3692
C -0.6466 0.1749 -0.9424
O -1.1034 0.7927 0.2344
C -0.4503 -1.8652 0.6122
S -0.2082 -3.6737 1.1053
S -0.6342 3.7069 -0.6731
H 1.2770 -0.4702 0.2497
H 0.7466 -1.4962 -1.2501
H -0.0747 0.8777 -1.5379
H -1.4133 -0.3445 -1.5471
H -0.8884 1.7764 0.1964
H -1.5374 -1.8502 0.4554
H -0.3267 -1.5362 1.6362
H -0.2637 -4.1066 -0.1748
H 2.4657 2.9878 0.4027
H 1.0182 3.2873 0.7361
O 1.7081 2.6612 0.8663
```

Values from the calculation:
Kohn-Sham gap (spin up / spin down) (eV): 6.742 / 6.321
2S+1: 2
Total charge: -1
HOMO (spin up / spin down) (eV): -3.90 / -3.48
Expectation value of S²: 0.75

Löwdin atomic charge list, values in e, 2 entries: -0.22, -0.32

---

(two)
Molecular formula: C3H10O2S2
Method: DFT, wB97M-V/def2-TZVPD

```
17
Properties=species:S:1:pos:R:3
C -0.2867 0.3988 -1.6626
C -1.3685 0.8232 -0.6703
O -0.9542 0.9776 0.6978
C 0.6561 -0.7244 -1.2341
S 2.1803 -0.2789 -0.2830
S 2.2308 0.5099 1.8388
H 0.3236 1.2624 -1.9048
H -0.8367 0.0578 -2.5447
H -1.6172 1.8501 -0.9754
H -2.2508 0.1766 -0.7091
H -0.1386 1.4804 0.6521
H 0.9706 -1.2725 -2.1271
H 0.0908 -1.4630 -0.6574
H 2.3578 -0.6421 2.5257
H -0.9644 -0.6074 1.9983
H 0.1917 -1.1081 2.7491
O -0.5846 -1.4405 2.3067
```

Values from the calculation:
Kohn-Sham gap (spin up / spin down) (eV): 4.676 / 7.390
2S+1: 2
Total charge: -1
HOMO (spin up / spin down) (eV): -0.99 / -3.75
Expectation value of S²: 0.75

Löwdin atomic charge list, values in e, 2 entries: -0.28, -0.26

---

What should be chosen as the least stable of them? Choose (one).

---

(one)
Molecular formula: C4H4NO3
Method: DFT, wB97M-V/def2-TZVPD

```
12
Properties=species:S:1:pos:R:3
C 1.0685 1.5767 0.1078
C 3.5961 -0.4696 0.0266
C -0.3153 0.7165 0.3295
C 0.6242 -0.5076 0.0423
N 1.6917 0.4556 -0.1690
O 3.3502 -1.5855 0.2030
O 1.2364 2.7878 -0.0204
O 4.4010 0.3687 -0.0724
H -0.4431 0.7263 1.4771
H -1.1665 0.9451 -0.3911
H 0.8113 -1.1429 0.8904
H 0.4961 -1.0964 -0.8587
```

Values from the calculation:
Kohn-Sham gap (eV): 7.919
Total charge: -1
HOMO (eV): -3.89

Löwdin atomic charge list, values in e, 2 entries: -0.56, -0.59

---

(two)
Molecular formula: C4H4NO3
Method: DFT, wB97M-V/def2-TZVPD

```
12
Properties=species:S:1:pos:R:3
C -0.2481 -1.9277 0.1063
C -2.4361 -0.6534 -1.9876
C -0.6339 -0.5676 -0.1716
C 0.2916 0.6285 0.1105
N -0.9990 -1.6875 1.0657
O -3.2180 0.1456 -1.6487
O -2.1175 -1.4726 -2.7773
O -0.1567 1.6739 -0.7562
H 0.3224 -2.7701 -0.3254
H 1.3524 0.3978 -0.1514
H 0.0372 1.0713 1.0891
H -0.9782 1.8833 -0.4318
```

Values from the calculation:
Kohn-Sham gap (eV): 6.738
Total charge: -1
HOMO (eV): -2.61

Löwdin atomic charge list, values in e, 2 entries: -0.36, -0.54

---

What should be chosen as the least stable of them? Choose (two).

---

(one)
Molecular formula: CH2O2S
Method: DFT, wB97M-V/def2-TZVPD

```
6
Properties=species:S:1:pos:R:3
C 0.8297 -0.4286 -0.4502
O -1.8497 -1.0807 0.0846
O -1.1936 1.2380 -0.0240
S -0.8062 -0.0910 0.1915
H 1.6853 1.4285 -0.1121
H 1.3344 -1.0662 0.3103
```

Values from the calculation:
Kohn-Sham gap (eV): 8.188
HOMO (eV): -10.24

Löwdin atomic charge list, values in e, 2 entries: -0.14, -0.32

---

(two)
Molecular formula: CH2O2S
Method: DFT, wB97M-V/def2-TZVPD

```
6
Properties=species:S:1:pos:R:3
C -2.5423 0.1239 -0.9807
O 1.6258 0.3641 0.7380
O 1.0618 -0.4596 -0.2198
S -3.0496 -0.3469 0.3586
H 0.3466 0.1253 -0.6365
H 2.5577 0.1932 0.7405
```

Values from the calculation:
Kohn-Sham gap (eV): 9.714
HOMO (eV): -9.95

Löwdin atomic charge list, values in e, 2 entries: -0.62, -0.10

---

What should be chosen as the least stable of them? Choose (one).